C40H44N10O5S | the ωB97M-V functional and the def2-TZVPD basis

DFT total energy = -2872.121519 hartree
Frontier orbital gap = 0.2249 hartree
Molar mass = 776.9 g mol⁻¹
Structure (SMILES) = N#COc1cc(CCCO)cc2c1C(=O)N(CCSc1nnco1)C2=O.c1cc[nH]c1.c1cc[nH]c1.c1cc[nH]c1.c1cc[nH]c1.c1cc[nH]c1.c1cc[nH]c1

CARTESIAN COORDINATES (ANGSTROEM)
N 2.191 6.825 2.812
C 2.174 5.616 2.674
O 2.321 4.337 2.051
C 1.570 4.272 0.831
C 1.212 5.504 -0.075
C 0.412 5.400 -1.406
C -0.021 6.616 -2.346
C 1.177 7.300 -3.173
C 2.557 7.451 -2.372
O 2.409 8.423 -1.300
C -0.049 3.949 -1.851
C 0.292 2.720 -0.968
C 1.085 2.855 0.373
C 1.271 1.413 1.034
O 1.630 1.121 2.195
N 0.846 0.525 -0.089
C 1.958 -0.033 -0.930
C 2.670 -1.340 -0.294
S 2.590 -2.713 -1.590
C 4.075 -3.744 -1.209
N 5.262 -3.028 -0.852
N 6.252 -3.952 -0.565
C 5.620 -5.243 -0.773
O 4.255 -5.156 -1.193
C -0.050 1.168 -1.102
O -0.900 0.581 -1.840
H 1.548 6.549 0.257
H -0.764 6.202 -3.136
H -0.641 7.364 -1.716
H 1.396 6.811 -4.186
H 0.828 8.380 -3.417
H 2.965 6.463 -1.941
H 3.386 7.839 -3.086
H 3.067 8.238 -0.580
H -0.639 3.755 -2.821
H 1.465 -0.395 -1.917
H 2.692 0.805 -1.198
H 2.110 -1.647 0.653
H 3.753 -1.054 -0.067
H 6.247 -6.176 -0.584
C -1.570 -4.608 2.390
C -2.280 -3.396 2.202
C -1.573 -2.643 1.296
N -0.460 -3.354 0.933
C -0.453 -4.555 1.592
H -1.845 -5.428 3.037
H -3.206 -3.106 2.677
H -1.765 -1.665 0.880
H 0.243 -3.043 0.283
H 0.345 -5.266 1.436
C -5.343 -2.790 -2.622
C -4.600 -1.586 -2.704
C -3.330 -1.858 -2.258
N -3.279 -3.180 -1.906
C -4.501 -3.757 -2.129
H -6.378 -2.934 -2.894
H -4.956 -0.627 -3.051
H -2.460 -1.225 -2.160
H -2.469 -3.654 -1.539
H -4.665 -4.803 -1.917
C 5.748 8.467 4.432
C 4.953 7.477 3.801
C 5.807 6.522 3.305
N 7.088 6.901 3.609
C 7.061 8.083 4.300
H 5.399 9.361 4.928
H 3.875 7.464 3.720
H 5.614 5.608 2.763
H 7.920 6.389 3.363
H 7.976 8.548 4.636
C -6.509 -2.746 6.523
C -7.327 -3.014 5.397
C -6.523 -3.564 4.429
N -5.249 -3.634 4.927
C -5.233 -3.142 6.205
H -6.820 -2.312 7.462
H -8.387 -2.825 5.305
H -6.746 -3.910 3.431
H -4.449 -3.993 4.431
H -4.317 -3.115 6.776
C -1.932 -8.768 1.772
C -1.961 -10.078 1.234
C -1.318 -10.037 0.020
N -0.907 -8.749 -0.196
C -1.273 -7.969 0.869
H -2.347 -8.444 2.715
H -2.402 -10.955 1.685
H -1.120 -10.811 -0.706
H -0.413 -8.425 -1.012
H -1.034 -6.916 0.892
C -2.214 0.537 -6.162
C -1.152 0.748 -7.076
C -0.029 1.033 -6.340
N -0.374 1.005 -5.014
C -1.704 0.698 -4.897
H -3.239 0.292 -6.402
H -1.205 0.698 -8.154
H 0.984 1.253 -6.643
H 0.252 1.181 -4.245
H -2.169 0.623 -3.926

Mulliken population analysis, charges in e, atoms 1 to 5: N -0.59; C 0.55; O -0.30; C 0.47; C -0.30